Record 1
C19H29N4 | ωB97M-V/def2-TZVPD

Each line ends with the natural charge from an NBO analysis.
Atoms and positions in Å:
1 C 1.629 -1.379 0.391  -0.4233
2 N 2.508 -0.328 0.816  -0.4363
3 C 3.849 -0.707 1.166  -0.1958
4 C 4.748 0.487 1.019  -0.4170
5 C 4.196 1.682 1.734  -0.1978
6 N 2.776 1.871 1.521  -0.4380
7 C 2.297 3.197 1.866  -0.1960
8 C 0.793 3.210 1.965  -0.4277
9 C 0.136 2.375 0.886  -0.2202
10 N 0.671 1.050 0.758  -0.6572
11 C 1.949 0.903 1.035  0.6224
12 H 0.725 -0.868 0.046  0.2402
13 H 2.067 -1.946 -0.448  0.1795
14 H 1.400 -2.077 1.220  0.1864
15 H 3.891 -1.107 2.191  0.1827
16 H 4.148 -1.516 0.491  0.2047
17 H 5.737 0.242 1.411  0.2295
18 H 4.851 0.708 -0.045  0.2093
19 H 4.390 1.579 2.811  0.1879
20 H 4.723 2.581 1.398  0.2081
21 H 2.763 3.512 2.813  0.2062
22 H 2.621 3.905 1.083  0.1861
23 H 0.495 2.827 2.941  0.2043
24 H 0.459 4.249 1.902  0.2218
25 H -0.936 2.260 1.087  0.1931
26 H 0.223 2.940 -0.060  0.1719
27 C 0.102 -3.733 -3.601  -0.4172
28 N -0.846 -2.703 -3.174  -0.3058
29 C -1.835 -2.248 -4.148  -0.4297
30 C -0.829 -2.240 -1.925  0.2295
31 C -1.666 -1.201 -1.466  -0.3780
32 C -1.729 -0.719 -0.160  0.0806
33 C -2.924 -0.103 0.346  -0.1626
34 C -3.423 -0.417 1.639  -0.1030
35 C -4.637 0.119 2.078  -0.2244
36 C -5.344 1.018 1.255  -0.1612
37 C -4.862 1.331 -0.025  -0.1976
38 C -3.665 0.781 -0.475  -0.1699
39 H -0.119 -3.980 -4.645  0.2298
40 H 1.130 -3.346 -3.527  0.2275
41 H 0.030 -4.639 -2.976  0.2291
42 H -1.635 -2.786 -5.078  0.2311
43 H -2.866 -2.456 -3.820  0.2313
44 H -1.728 -1.168 -4.317  0.2279
45 H -0.169 -2.774 -1.227  0.2279
46 H -2.418 -0.839 -2.192  0.2285
47 H -0.951 -0.912 0.580  0.2508
48 H -2.842 -1.094 2.272  0.2171
49 H -5.017 -0.136 3.068  0.2344
50 H -6.228 1.521 1.639  0.2323
51 H -5.396 2.033 -0.671  0.2306
52 H -3.243 1.042 -1.447  0.2161

2S+1: 1
Frontier orbital gap in eV: 5.82
Total charge: +1
LUMO energy in eV: -4.38

---

Record 2
C19H29O2Ti | ωB97M-V/def2-TZVPD

Each line ends with the natural charge from an NBO analysis.
Atoms and positions in Å:
1 Ti -0.019 0.506 0.033  1.1604
2 C 1.417 2.377 -0.554  -0.2993
3 C 1.901 1.261 -1.306  -0.2812
4 C 0.862 0.818 -2.173  -0.3826
5 H 2.915 0.880 -1.324  0.2112
6 C -0.272 1.679 -1.967  -0.3897
7 C 0.071 2.622 -0.955  -0.3270
8 H -0.548 3.454 -0.632  0.2119
9 H 2.009 3.025 0.070  0.2016
10 H 0.950 0.036 -2.925  0.2075
11 H -1.187 1.685 -2.554  0.2247
12 C -1.055 0.385 2.261  -0.3126
13 C -1.086 1.679 1.611  -0.4210
14 C -2.175 1.656 0.649  -0.3745
15 H -0.536 2.566 1.942  0.1902
16 C -2.836 0.392 0.787  -0.2872
17 C -2.133 -0.398 1.730  -0.3433
18 H -2.412 -1.397 2.059  0.1971
19 H -0.516 0.132 3.157  0.2021
20 H -2.536 2.490 0.077  0.2061
21 H -3.797 0.133 0.331  0.1912
22 O -0.955 -0.945 -0.965  -0.6498
23 C -2.015 -1.504 -2.283  0.2414
24 C -0.956 -2.552 -2.540  -0.4874
25 C -2.253 -0.380 -3.201  -0.6470
26 C -3.200 -1.919 -1.517  -0.6418
27 C -0.204 -2.211 -1.246  -0.0593
28 H -0.316 -2.254 -3.342  0.2102
29 H -1.346 -3.605 -2.488  0.1986
30 H -0.354 -3.076 -0.515  0.1655
31 H 0.904 -2.026 -1.282  0.2031
32 H -3.091 -0.526 -3.907  0.1967
33 H -1.367 -0.165 -3.813  0.2119
34 H -2.537 0.512 -2.622  0.2353
35 H -3.831 -2.657 -2.034  0.1745
36 H -3.842 -1.055 -1.329  0.2209
37 H -2.905 -2.375 -0.577  0.2314
38 C 1.964 0.587 3.388  -0.6172
39 C 2.459 0.033 2.062  0.2581
40 C 3.580 0.934 1.570  -0.6189
41 C 3.049 -1.342 2.350  -0.6100
42 O 1.383 -0.057 1.087  -0.8108
43 H 2.781 0.707 4.113  0.1885
44 H 1.255 -0.113 3.838  0.2052
45 H 1.503 1.571 3.248  0.2154
46 H 4.426 0.942 2.273  0.1885
47 H 3.964 0.579 0.609  0.2060
48 H 3.236 1.970 1.484  0.2099
49 H 2.306 -2.019 2.788  0.2066
50 H 3.484 -1.792 1.448  0.2032
51 H 3.862 -1.241 3.086  0.1855

2S+1: 1
Frontier orbital gap (spin up / spin down) in eV: 3.35 / 3.38
Total charge: -1
LUMO energy (spin up / spin down) in eV: 2.99 / 2.98

---

Record 3
C19H30BClN6PtTe4 | ωB97M-V/def2-TZVPD

Each line ends with the natural charge from an NBO analysis.
Atoms and positions in Å:
1 Pt 0.028 -0.332 -0.258  0.9314
2 C -2.040 -0.157 -3.115  -0.6094
3 C -1.058 0.793 -3.786  -0.2543
4 C -0.119 0.063 -4.752  -0.5973
5 C -0.324 1.687 -2.820  0.1996
6 C 0.017 3.019 -3.088  -0.3449
7 C 0.607 3.486 -1.937  0.0133
8 N 0.625 2.492 -1.042  -0.3232
9 N 0.062 1.384 -1.574  -0.3654
10 B 1.005 2.561 0.446  0.5367
11 N 2.150 1.593 0.772  -0.3217
12 C 3.380 1.934 1.169  0.0069
13 C 4.058 0.782 1.493  -0.3445
14 C 3.147 -0.261 1.278  0.1817
15 N 1.989 0.251 0.829  -0.3311
16 C 3.441 -1.679 1.701  -0.2494
17 C 3.291 -2.769 0.643  -0.6059
18 C 2.690 -2.004 2.995  -0.5898
19 N -0.238 2.217 1.287  -0.3192
20 C -0.855 3.019 2.163  0.0119
21 C -2.006 2.396 2.590  -0.3560
22 C -2.038 1.177 1.899  0.2044
23 N -0.952 1.073 1.129  -0.3617
24 C -3.153 0.175 1.893  -0.2837
25 C -4.084 0.362 3.085  -0.6014
26 C -3.932 0.300 0.580  -0.5964
27 H -2.616 -0.694 -3.871  0.2174
28 H -1.534 -0.910 -2.512  0.2216
29 H -2.737 0.384 -2.474  0.2115
30 H -1.641 1.493 -4.393  0.2109
31 H 0.411 -0.755 -4.265  0.2151
32 H -0.699 -0.371 -5.568  0.2122
33 H 0.614 0.747 -5.182  0.2094
34 H -0.171 3.558 -4.000  0.2319
35 H 1.003 4.454 -1.681  0.2258
36 H 1.363 3.677 0.701  -0.0297
37 H 3.674 2.969 1.205  0.2253
38 H 5.063 0.689 1.865  0.2301
39 H 4.504 -1.653 1.957  0.2092
40 H 2.254 -2.947 0.362  0.2142
41 H 3.857 -2.526 -0.258  0.2118
42 H 3.681 -3.708 1.040  0.2156
43 H 1.611 -1.931 2.863  0.2043
44 H 2.924 -3.016 3.330  0.2117
45 H 2.967 -1.305 3.785  0.2148
46 H -0.434 3.978 2.410  0.2240
47 H -2.728 2.767 3.294  0.2346
48 H -2.720 -0.826 1.947  0.2325
49 H -4.600 1.324 3.036  0.2019
50 H -4.844 -0.421 3.086  0.2174
51 H -3.546 0.307 4.033  0.2145
52 H -4.378 1.295 0.501  0.2054
53 H -3.279 0.146 -0.279  0.2171
54 H -4.732 -0.442 0.536  0.2133
55 Te -2.815 -3.205 4.406  0.0178
56 Te -5.307 -3.606 4.351  -0.0198
57 Te -2.598 -3.083 -0.320  -0.0916
58 Te -0.485 -2.501 1.069  -0.0553
59 Cl 0.509 -2.809 -2.424  -0.0923
60 C 1.152 -1.334 -1.633  -0.6103
61 H 1.355 -0.635 -2.440  0.1955
62 H 2.094 -1.624 -1.187  0.2020

2S+1: 5
Frontier orbital gap (spin up / spin down) in eV: 7.47 / 5.70
LUMO energy (spin up / spin down) in eV: 0.05 / -1.84
<S²>: 6.029

---

Record 4
C19H30BLiN8S | ωB97M-V/def2-TZVPD

Each line ends with the natural charge from an NBO analysis.
Atoms and positions in Å:
1 Li 0.636 0.566 -1.091  0.7980
2 C -0.529 1.738 -4.408  -0.6381
3 C -1.378 0.938 -3.474  0.1612
4 C -2.702 0.504 -3.637  -0.3628
5 C -2.999 -0.186 -2.478  0.1931
6 C -4.267 -0.869 -2.089  -0.6380
7 N -1.906 -0.153 -1.690  -0.3300
8 N -0.907 0.541 -2.305  -0.3702
9 B -1.705 -0.756 -0.278  0.5329
10 N -0.547 -1.788 -0.318  -0.3323
11 N 0.699 -1.429 -0.735  -0.3998
12 C 1.418 -2.546 -0.804  0.1661
13 C 2.844 -2.525 -1.252  -0.6534
14 C 0.636 -3.646 -0.429  -0.3655
15 C -0.607 -3.120 -0.136  0.2068
16 C -1.847 -3.831 0.294  -0.6404
17 N -1.401 0.372 0.739  -0.3316
18 N -0.373 1.233 0.522  -0.3699
19 C -0.466 2.185 1.437  0.1502
20 C 0.471 3.350 1.420  -0.6445
21 C -1.561 1.939 2.281  -0.3685
22 C -2.132 0.779 1.796  0.1968
23 C -3.340 0.051 2.285  -0.6397
24 H -1.061 1.936 -5.338  0.2152
25 H 0.393 1.208 -4.649  0.2247
26 H -0.253 2.696 -3.964  0.2240
27 H -3.352 0.669 -4.479  0.2182
28 H -4.995 -0.769 -2.892  0.2228
29 H -4.697 -0.437 -1.185  0.2210
30 H -4.111 -1.933 -1.902  0.2204
31 H -2.706 -1.318 0.055  -0.0381
32 H 3.097 -1.558 -1.685  0.2439
33 H 3.016 -3.295 -2.005  0.2242
34 H 3.530 -2.720 -0.424  0.2149
35 H 0.929 -4.682 -0.391  0.2214
36 H -1.628 -4.888 0.436  0.2228
37 H -2.638 -3.743 -0.452  0.2259
38 H -2.235 -3.431 1.230  0.2239
39 H 1.211 3.225 0.628  0.2351
40 H 0.990 3.473 2.374  0.2034
41 H -0.072 4.276 1.230  0.2253
42 H -1.904 2.533 3.112  0.2193
43 H -3.699 0.519 3.200  0.2221
44 H -3.122 -0.996 2.499  0.2221
45 H -4.147 0.073 1.551  0.2246
46 S 2.948 1.514 -1.368  -0.3595
47 C 3.211 1.196 0.287  0.3460
48 N 2.702 0.125 0.899  -0.6176
49 C 2.884 -0.167 2.310  -0.2173
50 C 2.997 1.139 3.078  -0.4237
51 C 4.121 1.962 2.473  -0.2142
52 N 3.963 2.031 1.025  -0.6012
53 H 2.022 -0.415 0.373  0.4466
54 H 3.786 -0.773 2.452  0.1902
55 H 2.030 -0.757 2.639  0.2239
56 H 3.191 0.954 4.134  0.2244
57 H 2.051 1.676 2.991  0.2224
58 H 5.091 1.519 2.721  0.1910
59 H 4.112 2.980 2.864  0.2111
60 H 4.311 2.830 0.524  0.4202

2S+1: 1
Frontier orbital gap in eV: 8.88
LUMO energy in eV: 0.55

---

Question: Which of these has the highest 2S+1?
Answer: C19H30BClN6PtTe4